One molecule with the formula C4H4FNS2 in a non-equilibrium geometry. Source: the OMol25 dataset; level of theory: wB97M-V/def2-TZVPD.

CARTESIAN COORDINATES (ANGSTROEM)
C1 -1.739 -0.817 -1.374
S1 -1.224 -0.249 0.175
C2 0.442 -0.057 -0.053
S2 1.139 0.196 -1.500
C3 1.237 0.169 1.230
F1 2.538 -0.205 1.111
C4 1.161 1.570 1.588
N1 1.199 2.690 1.825
H1 -2.860 -0.981 -1.288
H2 -1.245 -1.784 -1.616
H3 -1.415 -0.169 -2.203
H4 0.767 -0.362 2.106

Atoms 1-6, force components in eV/Å:
C -1.03 -1.20 -1.73
S -0.33 -0.24 1.76
C 0.83 0.90 -0.84
S 0.34 -0.51 0.19
C -1.02 -0.77 1.20
F 0.10 -0.16 -0.09

Calculated values
SMILES: CSC(=S)[C@@H](F)C#N
Energy above the lowest of the compared OMol25 structures with the same formula, charge and spin, eV: 1.0941
Net charge: 0
HOMO energy, eV: -9.3
Frontier orbital gap, eV: 8.36
Largest force on an atom, Eh/bohr: 0.046
Lowest unoccupied orbital energy, eV: -0.965

Mulliken population analysis, charges in e, atoms 1 to 8: atom 1 (C): -0.874, atom 2 (S): 0.014, atom 3 (C): 0.174, atom 4 (S): -0.221, atom 5 (C): 0.208, atom 6 (F): -0.246, atom 7 (C): 0.123, atom 8 (N): -0.355